(1)
Molecular formula: C34H39N7O2Ti
Method: DFT, the ωB97M-V functional and the def2-TZVPD basis

```
83
Properties=species:S:1:pos:R:3:mulliken_charge:R:1
Ti 0.3117 -0.2738 0.4166 -1.16
C -1.2841 -1.2086 2.8016 -0.74
C -1.7615 0.2261 2.5740 -0.67
N -0.7362 0.9856 1.8441 0.07
C -1.1804 2.0837 0.9792 -1.64
C -1.7537 1.5699 -0.3651 0.70
C -3.2136 2.0736 -0.6252 -0.79
C -3.2946 1.2777 -2.6156 0.05
C -2.3712 0.1137 -2.7570 -2.34
C -1.5637 -0.3556 -1.7890 1.82
C -0.6736 -1.5639 -2.0828 -2.50
N 0.1830 -2.0023 -0.9481 0.47
C -0.2309 -3.2407 -0.2407 -0.84
C -0.3680 -3.0528 1.2773 -0.25
N -1.0027 -1.7594 1.4746 -0.07
N -1.4346 0.1873 -0.5211 0.73
H -2.0636 -1.7732 3.3270 0.52
H -0.3684 -1.2357 3.3990 0.23
H -2.0107 0.7017 3.5273 0.52
H -2.6654 0.2108 1.9598 0.25
H -0.0331 1.3232 2.4927 0.04
H -0.2867 2.6652 0.7528 0.40
H -1.8944 2.7404 1.4875 0.35
H -3.5869 2.7677 0.1274 0.21
H -3.8248 1.4616 -3.5474 0.64
H -2.3352 -0.3686 -3.7273 0.35
H -0.0060 -1.3013 -2.9045 0.43
H -1.2906 -2.4045 -2.4113 0.47
H 1.1341 -2.0993 -1.2881 0.35
H 0.4739 -4.0472 -0.4496 0.41
H -1.1988 -3.5456 -0.6459 0.30
H 0.5965 -3.0441 1.7814 -0.15
H -0.9553 -3.8874 1.6799 0.52
H -1.8570 -1.7110 0.9238 0.25
C 3.0056 -2.5882 2.6321 -1.91
C 2.6898 -1.3870 3.4788 1.63
C 2.8198 -1.4891 4.8589 -0.88
C 2.6246 -0.3947 5.6860 -0.91
C 2.3305 0.8346 5.1238 -0.91
C 2.1878 0.9759 3.7470 1.45
C 1.9668 2.3544 3.1730 -1.93
C 2.3167 -0.1518 2.9198 -0.51
N 1.9908 -0.0336 1.5526 1.39
C 2.9788 -0.1481 0.5957 0.06
O 4.1173 -0.5712 0.8008 -0.78
C 2.4907 0.2117 -0.7497 0.08
C 3.3248 -0.0098 -1.8572 -0.60
C 2.9857 0.4420 -3.1026 -1.11
C 1.7910 1.1801 -3.2253 -0.53
C 0.9442 1.3542 -2.1642 0.45
N 1.2102 0.7794 -0.9282 0.93
C -0.3249 2.1026 -2.4741 0.51
O -0.5004 2.5111 -3.6152 -0.76
N -1.2879 2.3974 -1.5262 0.05
C -2.6690 2.5934 -1.9739 1.23
C -3.1453 3.9054 -2.4899 0.10
C -2.1433 4.9730 -2.7998 -1.51
C -4.4644 4.1374 -2.5671 -0.93
C -5.5403 3.2446 -2.1444 -0.98
C -5.4678 2.0178 -1.6135 -1.40
C -4.2314 1.1905 -1.3620 2.77
C -4.6142 -0.1683 -0.8084 -1.79
H 2.6522 -3.5052 3.1094 0.54
H 4.0837 -2.6628 2.4890 0.40
H 2.5846 -2.5100 1.6317 0.14
H 3.0919 -2.4469 5.2886 0.46
H 2.7287 -0.4964 6.7585 0.40
H 2.2224 1.7087 5.7564 0.45
H 2.7902 3.0118 3.4560 0.50
H 1.0551 2.8223 3.5593 0.36
H 1.9205 2.3310 2.0845 0.12
H 4.2675 -0.5022 -1.6521 0.54
H 3.6339 0.3068 -3.9562 0.41
H 1.5065 1.6301 -4.1646 0.56
H -1.3820 4.6125 -3.4874 0.24
H -1.6346 5.2810 -1.8814 0.31
H -2.6382 5.8475 -3.2216 0.45
H -4.7835 5.1047 -2.9388 0.37
H -6.5371 3.6593 -2.2514 0.37
H -6.4065 1.5507 -1.3290 0.39
H -5.2794 -0.0497 0.0516 0.49
H -3.7395 -0.7364 -0.4985 -0.06
H -5.1505 -0.7482 -1.5630 0.44
```

Results
DFT total energy, Eh: -2702.26292
HOMO level (alpha / beta), eV: -5.615 / -5.586
ΔE to the lowest compared entry with this formula, charge and spin, eV: 2.3556
Kohn-Sham gap (alpha / beta), eV: 5.7 / 5.7
E_LUMO (alpha / beta), eV: 0.110 / 0.109

(2)
Molecular formula: C16H22BrI2NO3S2TiTm
Method: DFT, the ωB97M-V functional and the def2-TZVPD basis

```
49
Properties=species:S:1:pos:R:3:mulliken_spin:R:1
I 0.4098 -3.2651 1.1906 0.00
I 0.3253 -1.1316 -4.4959 0.94
Tm 0.3556 0.7196 -2.2371 2.01
Ti 0.4157 -0.7519 0.6738 0.02
S 1.9200 -0.9466 -1.0690 0.03
S -1.2950 -0.6788 -0.8333 0.00
C 2.0593 0.4200 1.4005 0.00
C 3.9592 -1.3227 -1.3403 -0.01
C -3.3363 -0.3321 -0.6111 0.00
C 4.1811 -1.2296 -2.8389 0.00
C 4.6833 -0.2604 -0.5495 0.00
C 4.1525 -2.7304 -0.7947 0.00
C -3.8650 -0.5640 -2.0189 0.00
C -3.4056 1.0953 -0.1233 0.00
C -3.8370 -1.3469 0.3959 0.00
C 1.9500 2.2019 -1.1705 0.00
C -0.5356 2.7758 -1.1443 0.00
O 2.8980 1.1104 1.8290 0.00
O 2.7031 2.9109 -0.6498 0.00
O -0.8858 3.7159 -0.5580 0.00
H 3.9158 -0.2340 -3.2156 0.00
H 3.5695 -1.9643 -3.3788 0.00
H 5.2420 -1.4141 -3.0725 0.00
H 4.2851 0.7407 -0.7330 0.00
H 5.7410 -0.2607 -0.8475 0.00
H 4.6255 -0.4601 0.5241 0.00
H 3.8923 -2.7917 0.2712 0.00
H 5.2103 -3.0200 -0.9087 0.00
H 3.5311 -3.4592 -1.3345 0.00
H -4.9513 -0.3863 -2.0589 0.00
H -3.6711 -1.5978 -2.3365 0.00
H -3.3801 0.0983 -2.7507 0.00
H -4.4557 1.4184 -0.0315 0.00
H -2.8861 1.7827 -0.8039 0.00
H -2.9306 1.1899 0.8609 0.00
H -4.9311 -1.2558 0.4994 0.00
H -3.4038 -1.1945 1.3945 0.00
H -3.6015 -2.3715 0.0768 0.00
Br -3.8895 -0.2452 4.5269 0.00
C -2.4545 0.6499 3.6096 0.00
C -2.3980 2.0392 3.5953 0.00
C -1.4382 2.6485 2.7908 0.00
C -0.5689 1.8617 2.0457 0.00
N -0.6104 0.5102 2.1065 0.00
C -1.5370 -0.1132 2.8841 0.00
H -3.1024 2.6139 4.1848 0.00
H -1.3496 3.7315 2.7397 0.00
H 0.2007 2.2977 1.4024 0.00
H -1.5060 -1.2043 2.9040 0.00
```

Results
Charge: +4
DFT total energy, Eh: -6802.26558
2S+1: 4
HOMO level (alpha / beta), eV: -20.132 / -20.132
Kohn-Sham gap (alpha / beta), eV: 4.9 / 4.0
E_LUMO (alpha / beta), eV: -15.279 / -16.140

(3)
Molecular formula: C79H125F15N8O15P2S5
Method: DFT, the ωB97M-V functional and the def2-TZVPD basis

```
249
Properties=species:S:1:pos:R:3:mulliken_charge:R:1
C -1.3723 -6.5668 -3.3799 -1.11
C -0.2151 -7.0283 -2.5232 -0.62
N 0.8897 -6.0636 -2.4719 0.34
C 0.7952 -4.7187 -2.0950 -0.91
C 2.0810 -4.2040 -2.1156 -0.49
N 2.9238 -5.1899 -2.4570 0.42
C 2.2438 -6.3555 -2.6460 -0.34
C 4.4310 -5.0402 -2.4083 -1.00
H -1.9150 -7.4817 -3.6177 0.46
H -1.1674 -6.0297 -4.3060 0.42
H -1.9652 -5.8394 -2.8254 0.26
H 0.1571 -7.9304 -3.0090 0.47
H -0.5075 -7.4009 -1.5415 0.23
H -0.1647 -4.2580 -1.9141 0.49
H 2.5020 -3.2194 -1.9748 0.79
H 2.6422 -7.3313 -2.8816 0.53
H 4.9379 -5.0213 -3.3730 0.38
H 4.9109 -5.8076 -1.8009 0.37
H 4.6901 -4.0737 -1.9760 0.34
C 3.8796 6.4007 2.0541 -1.23
C 3.5886 5.6347 0.7126 0.50
C 2.5391 6.4190 -0.0763 -1.24
C 2.3089 5.9556 -1.5153 -1.39
P 1.2303 4.5484 -1.8017 0.51
C -0.3627 4.6061 -0.9118 0.05
C -0.2415 4.3143 0.6320 0.15
C -1.4985 4.8268 1.4718 -1.04
C -2.8899 4.2197 0.9292 -0.90
C 0.9245 4.3463 -3.4977 0.16
C 2.0379 4.3267 -4.5672 -0.63
C 1.5182 4.3622 -6.0212 -0.19
C 2.5190 3.7959 -7.0899 -1.40
C 2.1965 3.0120 -1.2647 -0.02
C 3.7110 3.0202 -1.7337 -0.62
C 4.5474 1.8740 -1.1256 -1.19
C 4.1367 0.4380 -1.4142 -0.23
H 4.9488 6.3527 2.2606 0.28
H 3.3328 6.0235 2.9183 0.12
H 3.6535 7.4631 1.9635 0.46
H 3.3566 4.5836 0.8848 -0.20
H 4.4875 5.5301 0.1051 0.52
H 2.9202 7.4402 -0.0871 0.61
H 1.6098 6.6092 0.4606 0.32
H 3.2655 5.8369 -2.0241 0.72
H 1.7525 6.7522 -2.0091 0.65
H -0.9801 3.7852 -1.2766 -0.15
H -0.8014 5.5923 -1.0641 0.79
H 0.6048 4.8174 1.0998 -0.06
H -0.0729 3.2699 0.8945 -0.10
H -1.4628 5.9157 1.5074 0.58
H -1.2710 4.5068 2.4887 0.26
H -2.7751 3.2346 0.4770 -0.02
H -3.3375 4.8974 0.2023 0.20
H -3.5566 4.2343 1.7915 0.56
H 0.2413 5.1655 -3.7218 0.81
H 0.4499 3.3684 -3.4175 -0.59
H 2.6444 3.4215 -4.5965 0.07
H 2.7353 5.1581 -4.4648 0.40
H 1.2651 5.3776 -6.3261 0.54
H 0.5615 3.8423 -6.0728 -0.08
H 3.4418 4.3440 -7.2800 0.36
H 1.9841 3.6043 -8.0201 0.44
H 2.7107 2.7496 -6.8520 0.23
H 1.6953 2.2249 -1.8280 0.04
H 2.0794 2.8606 -0.1916 0.52
H 4.1519 3.9839 -1.4787 0.17
H 3.9130 2.9898 -2.8044 0.28
H 4.6498 1.9620 -0.0440 0.11
H 5.5347 2.0649 -1.5463 0.50
H 4.8979 -0.1565 -0.9091 0.42
H 3.9863 0.2382 -2.4752 0.36
H 3.1392 0.3299 -0.9882 -0.35
C 0.9989 4.6069 4.6802 -1.36
C 0.9984 3.1901 4.1314 0.80
C 2.4369 2.7035 3.9662 0.18
C 3.1469 2.3174 5.2670 -0.94
P 4.7725 1.5899 5.0554 0.87
C 5.9474 2.9792 4.9059 -0.92
C 6.0967 3.7872 6.1373 -0.71
C 7.2106 4.7684 6.1750 -0.97
C 7.0630 5.9248 5.1170 -1.11
C 5.1909 0.5630 6.4953 -1.55
C 6.7035 0.2661 6.8137 -0.39
C 6.9247 -0.6049 8.0444 -0.49
C 8.3349 -0.7476 8.5580 -1.40
C 4.8368 0.5736 3.4882 -0.71
C 4.0782 -0.7663 3.5390 -0.25
C 3.8910 -1.4969 2.1680 0.74
C 5.1967 -1.7723 1.4256 -1.71
H 0.0020 4.9104 5.0000 0.43
H 1.3957 5.2479 3.8930 0.21
H 1.4654 4.7463 5.6555 0.45
H 0.5893 3.1286 3.1230 -0.51
H 0.4613 2.4681 4.7465 0.06
H 3.0990 3.3357 3.3746 0.26
H 2.3425 1.7932 3.3740 -0.31
H 2.5879 1.4671 5.6578 0.10
H 3.2051 3.2114 5.8879 0.69
H 5.4911 3.6299 4.1600 0.35
H 6.9267 2.6502 4.5581 0.71
H 5.9906 3.2018 7.0506 0.65
H 5.1591 4.3303 6.2555 0.17
H 8.1762 4.2641 6.1373 0.39
H 7.1966 5.2815 7.1365 0.41
H 7.2079 5.6063 4.0847 0.28
H 7.7947 6.6356 5.5011 0.43
H 6.1031 6.4387 5.1668 0.29
H 4.6396 -0.3546 6.2899 0.82
H 4.6607 1.0321 7.3241 0.74
H 7.1460 1.2390 7.0276 0.17
H 7.1188 -0.1082 5.8780 0.44
H 6.3880 -1.5324 7.8448 0.37
H 6.3832 -0.1723 8.8856 0.34
H 8.8321 0.1985 8.7718 0.34
H 9.0102 -1.2419 7.8596 0.35
H 8.4569 -1.3439 9.4622 0.40
H 5.9091 0.3839 3.4408 0.85
H 4.7300 0.9312 2.4641 -0.03
H 3.0535 -0.5447 3.8376 -0.03
H 4.4290 -1.4212 4.3366 0.33
H 3.1992 -1.0729 1.4401 -0.36
H 3.2877 -2.3873 2.3452 0.31
H 5.6997 -0.9119 0.9842 0.33
H 5.1502 -2.5810 0.6962 0.17
H 5.8714 -2.1670 2.1853 0.52
C -4.2810 -5.2625 -6.0194 -0.89
N -5.0457 -4.1683 -5.4183 0.26
C -4.4208 -3.3348 -4.5068 -0.64
C -5.1353 -2.2752 -3.8787 -0.70
C -6.4396 -1.9573 -4.3264 1.03
C -7.0205 -2.7958 -5.3122 -0.63
C -6.3127 -3.8906 -5.8741 -0.23
C -7.1412 -0.8361 -3.6557 0.21
C -8.3398 -1.0637 -3.0447 -0.69
C -9.0030 0.0284 -2.4265 -0.51
N -8.5397 1.2756 -2.4811 0.17
C -7.3592 1.4752 -3.0885 -0.94
C -6.6748 0.4204 -3.7408 -0.33
C -9.2176 2.3340 -1.7220 -0.86
H -4.8644 -5.6507 -6.8543 0.31
H -4.0243 -5.9949 -5.2541 0.37
H -3.3200 -4.8985 -6.3829 0.37
H -3.4275 -3.5983 -4.1745 0.75
H -4.5241 -1.7772 -3.1406 0.54
H -8.0470 -2.6238 -5.6005 0.60
H -6.7601 -4.4460 -6.6851 0.41
H -8.7635 -2.0565 -3.0103 0.61
H -9.9545 -0.0706 -1.9254 0.40
H -7.0094 2.4969 -3.0963 0.51
H -5.7835 0.6499 -4.3059 0.69
H -10.2799 2.1427 -1.5706 0.34
H -9.0414 3.1544 -2.4177 0.38
H -8.6087 2.6433 -0.8724 0.34
C -10.1494 -3.3511 3.2399 -1.02
N -8.8076 -3.7689 3.6395 -0.01
C -8.1874 -4.5932 2.7992 -0.16
C -6.8381 -4.8215 3.1044 -0.70
C -6.1230 -4.2637 4.1665 0.53
C -6.9454 -3.4749 5.0364 -0.69
C -8.2926 -3.2274 4.7402 -0.30
C -4.6440 -4.5046 4.4075 1.22
C -3.7628 -4.4827 3.3426 -1.12
C -2.4126 -4.6626 3.5529 -0.66
N -1.9707 -4.7654 4.8384 0.37
C -2.8281 -4.7805 5.8668 -0.35
C -4.1905 -4.6967 5.7299 -0.74
C -0.5479 -4.8247 5.0743 -0.85
H -10.7243 -3.4635 4.1591 0.42
H -10.5487 -4.1415 2.6043 0.37
H -10.1813 -2.3144 2.9047 0.32
H -8.6339 -4.9692 1.8905 0.44
H -6.2796 -5.4635 2.4394 0.51
H -6.4829 -3.1012 5.9380 0.52
H -8.9733 -2.6771 5.3728 0.44
H -4.1995 -4.4254 2.3565 0.46
H -1.6124 -4.5579 2.8352 0.85
H -2.2960 -4.6180 6.7924 0.49
H -4.9102 -4.7667 6.5320 0.65
H 0.0827 -4.5268 4.2366 0.01
H -0.2231 -5.8178 5.3846 0.35
H -0.3147 -4.1750 5.9179 0.40
C -0.1784 -1.5682 2.0742 -0.59
N -0.3310 -1.1117 0.7245 0.80
C -1.1383 -0.0869 0.5056 -0.99
C -1.4248 0.3647 -0.7913 -0.56
C -0.6471 -0.2328 -1.8059 1.10
C 0.3396 -1.1601 -1.5309 -0.87
C 0.4369 -1.6225 -0.3073 -0.38
C -0.6957 0.2621 -3.2455 1.55
C -1.9373 0.7096 -3.7553 -1.67
C -1.9719 1.2447 -5.0177 -1.10
N -0.9300 1.2138 -5.8135 0.85
C 0.2033 0.6601 -5.4485 -1.00
C 0.4375 0.3205 -4.0992 -0.72
C -1.1969 1.5892 -7.2382 -0.68
H -1.1670 -1.7730 2.4850 0.68
H 0.3933 -0.8580 2.6716 0.00
H 0.4654 -2.4477 2.0690 -0.31
H -1.6106 0.2654 1.4107 0.83
H -2.2079 1.0497 -1.0809 0.44
H 0.9102 -1.7056 -2.2680 0.55
H 1.0178 -2.4956 -0.0489 0.27
H -2.8379 0.6293 -3.1646 0.77
H -2.8713 1.6477 -5.4593 0.97
H 0.9947 0.6994 -6.1824 0.57
H 1.3867 -0.0455 -3.7365 0.52
H -0.5374 1.0298 -7.9016 0.52
H -1.0942 2.6680 -7.3550 0.29
H -2.2608 1.3870 -7.3622 -0.08
C 3.7739 -1.4725 -6.5388 0.40
F 3.6055 -0.1434 -6.1008 -0.24
F 2.8482 -1.7418 -7.4679 -0.20
F 5.0053 -1.6590 -7.0308 -0.17
S 3.4958 -2.6004 -5.0224 1.21
O 2.2275 -2.0919 -4.4658 -0.53
O 3.3912 -4.0356 -5.4677 -0.67
O 4.6590 -2.3829 -4.1812 -0.69
C 3.1572 -5.8978 1.7178 0.63
F 3.6575 -5.6458 0.5350 -0.22
F 3.7255 -7.0072 2.1298 -0.22
F 3.5514 -4.8881 2.5344 -0.22
S 1.1946 -6.0502 1.6763 0.81
O 0.6170 -4.6782 1.6512 -0.51
O 0.8887 -6.7613 0.4303 -0.56
O 0.8207 -6.7809 2.8838 -0.68
C -5.0255 -0.1652 -7.4122 0.35
F -6.3514 -0.5272 -7.4259 -0.24
F -4.9137 1.1351 -7.8343 -0.21
F -4.5182 -0.3082 -6.1393 0.15
S -4.0406 -1.4057 -8.5380 0.99
O -3.8686 -2.6736 -7.8348 -0.52
O -4.9112 -1.5093 -9.6678 -0.63
O -2.7716 -0.6510 -8.7870 -0.62
C -3.2435 5.0485 -3.6500 0.49
F -2.1419 4.4969 -4.1674 -0.19
F -2.9076 5.8731 -2.6454 -0.22
F -3.9280 5.6649 -4.6403 -0.20
S -4.3954 3.6423 -2.9374 0.87
O -3.5820 2.9829 -1.8989 -0.62
O -5.5582 4.2986 -2.3807 -0.61
O -4.6431 2.7665 -4.1313 -0.61
C -1.5589 -0.5323 5.4148 0.47
F -2.4512 -1.5088 5.4247 -0.15
F -1.4285 -0.0770 4.1304 -0.12
F -1.9307 0.5995 6.1341 -0.25
S 0.1235 -1.2981 6.0305 0.76
O 0.5661 -2.2282 4.9557 -0.45
O 1.0824 -0.1968 6.1392 -0.55
O -0.2184 -1.9956 7.2882 -0.67
```

Results
Charge: +4
DFT total energy, Eh: -8822.19616
HOMO level, eV: -14.751
Kohn-Sham gap, eV: 5.1
E_LUMO, eV: -9.647

(4)
Molecular formula: CH8ClNiO7
Method: DFT, the ωB97M-V functional and the def2-TZVPD basis

```
18
Properties=species:S:1:pos:R:3:mulliken_spin:R:1
Ni 0.0695 -0.5403 -0.3118 1.69
C 1.9647 -0.3712 1.3461 -0.02
O 2.9188 -0.0344 2.0669 0.01
O 2.0848 -0.3734 0.0251 0.13
O 0.7298 -0.5628 1.6988 0.09
Cl -0.3886 -2.9549 -0.3853 0.05
O -0.0158 1.5914 -0.3317 0.02
H -0.5881 2.2353 -0.7562 0.00
H 0.7970 2.0549 -0.0953 0.00
O -1.5404 0.4508 2.7370 0.00
H -0.6536 0.1520 2.4249 0.00
H -1.4239 1.3810 2.9429 0.00
O -1.8943 -0.4256 -0.9932 0.01
H -2.4697 -1.1959 -1.0653 0.00
H -2.4613 0.3503 -0.9609 0.00
O 0.8239 -0.5460 -2.4236 0.01
H 1.2088 -1.3380 -2.8102 0.00
H 0.8384 0.1268 -3.1083 0.00
```

Results
Charge: -1
DFT total energy, Eh: -2538.21894
2S+1: 3
HOMO level (alpha / beta), eV: -3.830 / -4.063
ΔE to the lowest compared entry with this formula, charge and spin, eV: 0.0000
Kohn-Sham gap (alpha / beta), eV: 5.9 / 6.2
E_LUMO (alpha / beta), eV: 2.108 / 2.104

> Which formula does entry 2 have?

C16H22BrI2NO3S2TiTm

> Which of these has the lowest DFT total energy?

C79H125F15N8O15P2S5